The following is a quantum chemistry calculation of a structure of composition C20H27N2NiOS4Sb, from the Open Molecules 2025 dataset.

Structure (XYZ):
```
56
Properties=species:S:1:pos:R:3:forces:R:3
Ni -0.1428 -0.3483 0.1945 0.2 -0.3 0.6
S -2.6477 -0.2197 3.4676 -0.1 0.1 0.0
Sb -0.9760 -1.3796 2.3890 0.0 0.0 -0.1
S 0.9707 0.5074 2.6875 0.1 0.0 0.1
S -1.6876 -2.0127 0.1949 -0.1 -0.1 -0.1
S -0.0907 -3.1353 3.5566 0.0 0.0 -0.1
C -1.0666 -0.6132 -6.7042 0.0 0.0 0.0
C -0.3821 0.6178 -6.0955 0.0 0.0 0.0
C -1.2174 1.8516 -6.4396 0.0 0.0 0.0
C 1.0088 0.7856 -6.7208 0.0 0.0 0.0
C -0.2359 0.4183 -4.5885 0.0 0.1 0.0
C 0.4897 -0.6682 -4.0904 0.0 0.0 0.0
C 0.6029 -0.8381 -2.7281 0.1 -0.1 0.1
N 0.0444 -0.0114 -1.8424 0.2 -0.3 -0.2
C -0.6444 1.0276 -2.2887 -0.2 0.3 0.0
C -0.7984 1.2705 -3.6557 -0.1 0.1 -0.2
C -1.2676 1.8561 -1.2289 -0.1 0.2 -0.2
C -2.0514 2.9738 -1.5070 -0.1 0.1 -0.2
C -2.6389 3.6936 -0.4800 0.0 0.0 0.0
C -2.3950 3.2419 0.8161 0.0 0.0 0.0
C -1.6059 2.1299 1.0248 0.0 0.0 0.2
N -1.0432 1.4456 0.0206 0.1 -0.3 0.1
C -3.5320 4.9092 -0.7157 0.0 0.0 0.0
C -3.6859 5.2368 -2.2014 0.0 0.0 0.0
C -2.9225 6.1291 -0.0114 0.0 0.0 0.0
C -4.9254 4.6306 -0.1357 0.0 0.0 0.0
H -1.1866 -0.4847 -7.7840 0.0 0.0 0.0
H -2.0525 -0.7609 -6.2594 0.0 0.0 0.0
H -0.4849 -1.5195 -6.5309 0.0 0.0 0.0
H -1.2964 1.9463 -7.5255 0.0 0.0 0.0
H -0.7602 2.7649 -6.0532 0.0 0.0 0.0
H -2.2279 1.7749 -6.0334 0.0 0.0 0.0
H 0.9245 0.9275 -7.8022 0.0 0.0 0.0
H 1.6342 -0.0897 -6.5388 0.0 0.0 0.0
H 1.5165 1.6537 -6.2950 0.0 0.0 0.0
H 0.9554 -1.3879 -4.7525 0.0 0.0 0.0
H 1.1477 -1.6719 -2.2996 0.0 0.0 0.0
H -1.3758 2.1253 -3.9740 0.0 0.0 0.0
H -2.2051 3.2596 -2.5377 0.0 0.0 0.0
H -2.8277 3.7348 1.6776 0.0 0.0 0.0
H -1.4262 1.7380 2.0196 0.0 0.0 0.0
H -2.7223 5.4668 -2.6624 0.0 0.0 0.0
H -4.3330 6.1099 -2.3171 0.0 0.0 0.0
H -4.1384 4.4059 -2.7470 0.0 0.0 0.0
H -1.9213 6.3345 -0.3967 0.0 0.0 0.0
H -2.8395 5.9640 1.0634 0.0 0.0 0.0
H -3.5467 7.0130 -0.1751 0.0 0.0 0.0
H -5.3742 3.7602 -0.6185 0.0 0.0 0.0
H -5.5801 5.4937 -0.2917 0.0 0.0 0.0
H -4.8776 4.4251 0.9341 0.0 0.0 0.0
C 2.4445 1.1702 0.3965 -0.1 -0.1 0.0
C 1.5939 0.0957 1.0653 -0.1 0.1 0.0
O 1.6802 -1.1154 0.6733 0.0 0.2 0.0
H 2.8776 0.7648 -0.5215 0.0 0.0 0.0
H 3.2479 1.4803 1.0709 0.0 0.0 0.0
H 1.8438 2.0510 0.1599 0.0 0.0 0.0
```
Forces are in eV/Å.

Calculated values
Kohn-Sham gap (spin up / spin down) (eV): 4.13 / 3.62
Charge: -2

These are the natural (NBO) partial charges, in e, on atoms 1 to 6:
1. Ni 0.61
2. S -0.98
3. Sb 1.33
4. S -0.39
5. S -0.90
6. S -0.91